1.
C32H21BrCl2F3N3OPSSe2W as an isolated structure in a non-equilibrium geometry, computed with ωB97M-V/def2-TZVPD.

Each line ends with the Mulliken spin population.
Element x y z (Å)
1 W -0.8608 -0.1567 0.1873  1.43
2 Cl -0.5469 2.1993 4.5783  0.01
3 C -0.3948 2.9307 3.0314  0.07
4 C -0.0919 4.2927 2.9042  -0.04
5 C -0.0158 4.8959 1.6724  0.05
6 Cl 0.3184 6.5851 1.5746  0.01
7 C -0.2243 4.1567 0.4853  -0.03
8 C -0.2601 4.6625 -0.8250  0.07
9 C -0.5438 3.7953 -1.8561  -0.03
10 C -0.7458 2.4434 -1.6164  0.08
11 N -0.6811 1.9027 -0.3948  0.00
12 C -0.4653 2.7761 0.6391  0.02
13 C -0.5931 2.1682 1.8963  0.03
14 O -0.9447 0.8991 1.8525  0.03
15 H 0.0673 4.8772 3.8000  0.00
16 H -0.0871 5.7140 -1.0079  0.00
17 H -0.6018 4.1578 -2.8728  0.00
18 H -0.9500 1.7670 -2.4330  0.01
19 F -1.5110 -5.2173 1.8607  0.00
20 C -2.7841 -4.8207 1.7159  0.00
21 F -3.5290 -5.5416 2.5664  0.00
22 F -3.1731 -5.1390 0.4671  0.00
23 C -2.9460 -3.3462 1.9751  0.01
24 C -3.8004 -2.8828 2.9528  0.01
25 C -3.9211 -1.5093 3.1614  -0.01
26 C -3.1667 -0.6532 2.4017  0.02
27 N -2.3320 -1.0938 1.4467  0.01
28 C -2.2162 -2.4198 1.2142  0.03
29 S -1.1079 -2.7388 -0.0599  -0.02
30 H -4.3654 -3.5846 3.5509  0.00
31 H -4.5823 -1.1205 3.9214  0.00
32 H -3.1945 0.4178 2.5476  0.00
33 Se 0.6054 -0.4890 -1.9263  -0.01
34 P 2.1025 -0.8226 -0.3278  0.06
35 Se 1.1700 -0.9280 1.6427  0.05
36 C 3.0614 -2.3080 -0.7318  0.01
37 C 3.3872 -2.5588 -2.0631  0.00
38 C 4.1859 -3.6466 -2.3721  0.00
39 C 4.6420 -4.4812 -1.3603  0.00
40 C 4.2882 -4.2444 -0.0409  0.00
41 C 3.4954 -3.1531 0.2815  0.00
42 C 3.2031 0.6283 -0.4180  0.00
43 C 3.4838 1.3821 0.7149  0.00
44 C 4.2913 2.5062 0.6040  0.00
45 C 4.8169 2.8658 -0.6272  0.00
46 C 4.5438 2.1027 -1.7554  0.00
47 C 3.7325 0.9861 -1.6569  0.00
48 H 2.9941 -1.9263 -2.8485  0.00
49 H 4.4421 -3.8469 -3.4041  0.00
50 H 5.2742 -5.3237 -1.6078  0.00
51 H 4.6216 -4.9136 0.7410  0.00
52 H 3.2017 -2.9611 1.3057  0.00
53 H 3.0720 1.0908 1.6720  0.00
54 H 4.5078 3.0957 1.4852  0.00
55 H 5.4440 3.7440 -0.7088  0.00
56 H 4.9608 2.3807 -2.7144  0.00
57 H 3.4991 0.4008 -2.5366  0.00
58 Br -6.3354 0.2458 -3.7487  0.00
59 C -4.8047 0.0820 -2.6828  0.03
60 C -4.5974 0.9380 -1.6082  -0.01
61 C -3.4534 0.7970 -0.8632  0.05
62 N -2.4918 -0.1213 -1.1238  0.01
63 C -2.7200 -0.9444 -2.1689  0.07
64 C -3.8467 -0.8836 -2.9551  -0.02
65 H -5.3235 1.6999 -1.3639  0.00
66 H -3.2667 1.4467 -0.0184  0.00
67 H -1.9591 -1.6796 -2.3789  0.01
68 H -3.9769 -1.5777 -3.7725  0.00

- HOMO-LUMO gap (spin up / spin down): 6.631 / 6.716 eV
- Energy above the lowest of the compared OMol25 structures with the same formula, charge and spin: 22.7 kcal per mole
- Total charge: +1
- Spin multiplicity: 3

=====

2.
C32H21BrF9IrN2O2P as an isolated structure, computed with ωB97M-V/def2-TZVPD.

Each line ends with the Mulliken spin population.
Element x y z (Å)
1 Ir -0.1627 -0.0532 -0.6491  0.21
2 Br 0.8971 -0.8642 1.4255  0.01
3 C -0.6577 -1.7386 2.0802  0.05
4 C -0.6387 -2.3089 3.3368  0.02
5 C -1.7652 -3.0061 3.7645  0.01
6 C -2.8499 -3.1520 2.9199  0.11
7 C -2.8405 -2.5824 1.6354  -0.01
8 C -3.9098 -2.7924 0.7374  0.21
9 C -3.8623 -2.2715 -0.5551  0.04
10 C -2.8017 -1.4847 -0.9469  0.05
11 C -1.7105 -1.1539 -0.0915  0.14
12 C -1.7271 -1.8168 1.2000  0.07
13 H 0.2320 -2.2248 3.9744  0.00
14 H -1.7741 -3.4513 4.7499  0.00
15 H -3.7156 -3.7187 3.2388  0.00
16 H -4.7558 -3.3900 1.0538  -0.01
17 H -4.6684 -2.4786 -1.2463  0.01
18 H -2.8262 -1.0922 -1.9562  0.00
19 N -0.7349 0.5251 -2.5691  -0.01
20 N 0.3941 1.0607 -3.2330  0.00
21 C 1.6325 1.0854 -2.5696  0.00
22 O 2.5595 1.6950 -3.0055  0.01
23 O 1.6146 0.3836 -1.4388  0.05
24 H -1.0635 -0.2937 -3.0825  0.00
25 H -1.4897 1.2116 -2.5618  0.00
26 H 0.2369 1.6606 -4.0274  0.00
27 F -6.1502 5.7802 -1.1498  0.00
28 C -5.9895 4.5688 -1.6795  0.00
29 F -5.9588 4.6897 -3.0136  0.00
30 F -7.0549 3.8217 -1.3615  0.00
31 C -4.7186 3.9050 -1.1905  0.00
32 C -3.8175 4.5899 -0.3898  0.00
33 C -2.6551 3.9634 0.0302  0.00
34 C -2.3936 2.6482 -0.3607  -0.01
35 C -3.3141 1.9655 -1.1515  0.02
36 C -4.4773 2.5931 -1.5683  0.00
37 P -0.9066 1.8839 0.3028  0.03
38 C -1.2106 1.7432 2.0747  0.00
39 C -2.3367 1.0106 2.4602  0.01
40 C -2.6339 0.8525 3.7987  0.01
41 C -1.8091 1.4330 4.7563  0.00
42 C -0.7196 2.2014 4.3821  0.00
43 C -0.4170 2.3612 3.0358  0.00
44 C -2.1506 1.2419 6.2175  0.00
45 F -1.1084 1.5124 7.0054  0.00
46 F -3.1656 2.0358 6.5720  0.00
47 F -2.5267 -0.0299 6.4439  0.00
48 C 0.4852 2.9615 -0.0487  0.00
49 C 0.4111 3.9158 -1.0651  0.01
50 C 1.5366 4.6473 -1.4091  0.00
51 C 2.7354 4.4123 -0.7567  0.00
52 C 2.8269 3.4509 0.2426  0.00
53 C 1.7078 2.7237 0.5909  0.00
54 C 3.9585 5.2299 -1.1173  0.00
55 F 3.9096 5.6355 -2.3884  0.00
56 F 4.0232 6.3172 -0.3352  0.00
57 F 5.0774 4.5248 -0.9395  0.00
58 H -4.0252 5.6076 -0.0894  0.00
59 H -1.9619 4.5024 0.6647  0.00
60 H -3.1514 0.9372 -1.4055  0.00
61 H -5.1995 2.0651 -2.1784  0.00
62 H -2.9927 0.5803 1.7116  -0.01
63 H -3.5046 0.2878 4.1061  0.00
64 H -0.1037 2.6733 5.1355  0.00
65 H 0.4264 2.9761 2.7540  0.00
66 H -0.5186 4.1053 -1.5863  0.00
67 H 1.4833 5.3908 -2.1926  0.00
68 H 3.7747 3.2628 0.7277  0.00
69 H 1.7958 1.9582 1.3521  0.00

- HOMO-LUMO gap (spin up / spin down): 7.120 / 5.790 eV
- Energy above the lowest of the compared OMol25 structures with the same formula, charge and spin: 0.0 kcal per mole
- Total charge: +2
- Spin multiplicity: 2

=====

3.
C32H22BBrF9N4O4PS3Se3Te2Ti as an isolated structure, computed with ωB97M-V/def2-TZVPD.

Each line ends with the Mulliken charge.
Element x y z (Å)
1 Ti 1.5995 0.3161 3.2277  0.89
2 Se 5.7934 2.0321 4.1953  -0.65
3 Te 4.2750 0.1585 4.5100  0.44
4 Te 2.9072 0.8019 6.8215  -0.35
5 Se 1.0147 -0.3446 5.6016  -0.48
6 C 3.7601 3.4771 1.4674  -0.43
7 N 2.3764 3.9250 1.5118  0.29
8 C 1.7987 4.7925 0.6162  -0.56
9 C 0.5147 4.9523 1.0043  -0.96
10 N 0.2973 4.1715 2.1174  0.48
11 B -1.1937 3.9860 2.6014  0.16
12 N -1.4542 2.8283 3.6136  0.73
13 C -2.1794 3.0104 4.7663  -0.68
14 C -2.6028 1.8004 5.2001  -0.53
15 N -2.1293 0.8705 4.3054  0.51
16 C -2.4413 -0.5532 4.3221  -0.74
17 C -1.3871 1.5076 3.3802  -0.87
18 S -0.5187 0.7311 2.1019  -0.24
19 C 1.4478 3.5625 2.4261  -0.07
20 S 1.8049 2.6879 3.8725  -0.35
21 H 3.9634 3.0375 0.4921  0.07
22 H 3.9288 2.7320 2.2384  -0.14
23 H 4.4304 4.3161 1.6520  0.42
24 H 2.3488 5.2034 -0.2112  0.49
25 H -0.2833 5.5233 0.5649  0.52
26 H -1.8248 3.7472 1.5974  -0.09
27 H -1.5644 5.0114 3.1283  -0.25
28 H -2.3582 3.9947 5.1575  0.49
29 H -3.1995 1.5155 6.0473  0.48
30 H -3.4270 -0.6739 4.7676  0.37
31 H -1.7101 -1.1018 4.9082  0.16
32 H -2.4608 -0.9456 3.3053  0.10
33 F -1.9408 3.2014 -6.0706  -0.32
34 C -1.3977 2.4234 -5.1278  0.61
35 C -0.8528 1.2019 -5.4676  0.14
36 F -0.8667 0.8040 -6.7456  -0.32
37 C -0.2867 0.4092 -4.4850  0.53
38 F 0.2442 -0.7448 -4.9019  -0.41
39 C -0.2538 0.7828 -3.1482  -0.45
40 P 0.5413 -0.2210 -1.7856  1.24
41 C 2.2641 -0.0726 -2.4093  0.55
42 C 2.8540 -0.8694 -3.3854  -0.06
43 C 4.1740 -0.6575 -3.7582  -0.74
44 C 4.9179 0.3514 -3.1621  -0.68
45 C 4.3395 1.1458 -2.1827  -0.39
46 C 3.0225 0.9296 -1.8062  -0.31
47 C -0.0009 -1.9057 -2.2390  0.13
48 C 0.8102 -3.0076 -1.9820  -0.41
49 C 0.3168 -4.2937 -2.1548  -0.90
50 C -0.9871 -4.4955 -2.5788  -0.36
51 C -1.8068 -3.4010 -2.8159  -0.86
52 C -1.3216 -2.1182 -2.6316  -0.45
53 C -0.8099 2.0274 -2.8336  0.14
54 Br -0.8180 2.6902 -1.0699  -0.05
55 C -1.3694 2.8357 -3.8098  0.07
56 F -1.8971 4.0315 -3.5196  -0.35
57 H 2.2873 -1.6690 -3.8439  0.34
58 H 4.6262 -1.2921 -4.5111  0.39
59 H 5.9527 0.5033 -3.4443  0.36
60 H 4.9254 1.9096 -1.6858  0.36
61 H 2.5842 1.5099 -1.0008  0.13
62 H 1.8137 -2.8621 -1.6070  0.55
63 H 0.9530 -5.1414 -1.9320  0.38
64 H -1.3746 -5.5002 -2.6974  0.41
65 H -2.8374 -3.5458 -3.1150  0.39
66 H -1.9899 -1.2764 -2.7737  0.39
67 O 2.4888 -1.5129 0.1774  -0.26
68 S 2.9913 -0.9661 1.4000  0.66
69 O 2.1228 -1.4334 2.5988  -0.51
70 O 2.6534 0.5384 1.5510  0.39
71 O 4.3835 -1.1842 1.6767  -0.68
72 F -6.0489 -6.6041 -1.2360  -0.35
73 C -5.2170 -5.6749 -0.7208  0.54
74 C -4.1577 -6.0436 0.0873  0.24
75 F -3.9601 -7.3507 0.3520  -0.34
76 C -3.3169 -5.0816 0.6150  0.33
77 F -2.3142 -5.5296 1.3840  -0.35
78 C -3.4691 -3.7111 0.3770  -0.36
79 Se -2.2804 -2.4157 1.0591  -0.32
80 C -4.5547 -3.3891 -0.4429  0.43
81 F -4.8148 -2.1090 -0.7566  -0.36
82 C -5.4095 -4.3324 -0.9821  0.11
83 F -6.4393 -3.9568 -1.7685  -0.35

- HOMO-LUMO gap: 5.381 eV
- Energy above the lowest of the compared OMol25 structures with the same formula, charge and spin: 2.0 kcal per mole
- Total charge: -2
- Spin multiplicity: 1